# H4OP2S

One molecule with the formula H4OP2S (wB97M-V/def2-TZVPD, the Open Molecules 2025 dataset).

The geometry in XYZ format:
```
8
Properties=species:S:1:pos:R:3
O 2.069 -0.836 0.482
P -0.738 -0.030 -0.294
P 1.630 0.730 0.325
S -2.910 0.308 0.457
H 2.715 -1.131 1.135
H -1.000 0.953 -1.255
H -3.539 -0.965 0.272
H 1.774 0.971 -1.122
```

HOMO-LUMO gap = 7.500 eV
Charge = 0
E_HOMO = -8.35 eV
Structure (SMILES) = O[PH]#[PH]S
DFT total energy = -31523.4265 eV

# C4H8N2

A 2-piece molecular cluster, C4H8N2 overall (wB97M-V/def2-TZVPD, the Open Molecules 2025 dataset).

The geometry in XYZ format:
```
14
Properties=species:S:1:pos:R:3
C -0.793 -0.126 0.285
C -2.007 -0.169 0.213
C 2.255 0.746 0.192
C 2.393 -0.511 -0.661
N 1.665 -0.482 0.564
N -3.444 0.051 -0.060
H 2.976 1.153 0.851
H 1.572 1.537 -0.277
H 1.859 -0.454 -1.526
H 3.170 -1.346 -0.673
H 2.022 -1.019 1.413
H -3.661 0.927 0.520
H -4.195 -0.615 0.215
H -3.810 0.307 -1.055
```

HOMO-LUMO gap (spin up / spin down) = 6.920 / 6.917 eV
Charge = +2
E_HOMO (spin up / spin down) = -19.87 / -19.87 eV
DFT total energy = -7230.1972 eV

# C36H53BBr48I2N4O9P3S2

C36H53BBr48I2N4O9P3S2 as an isolated structure (wB97M-V/def2-TZVPD, the Open Molecules 2025 dataset).

The geometry in XYZ format:
```
158
Properties=species:S:1:pos:R:3
C 5.324 4.376 -3.170
C 4.771 3.013 -2.661
I 5.124 1.697 -4.360
C 5.412 2.448 -1.342
I 7.364 3.361 -0.983
C 4.517 2.286 -0.111
C 3.401 1.207 -0.398
C 3.841 -0.230 -0.701
C 3.544 -0.807 -2.126
C 2.247 -0.366 -2.840
C 1.297 -1.532 -3.271
C 0.003 -1.544 -2.429
C -1.266 -1.973 -3.225
C -2.471 -1.121 -2.779
S -3.123 -1.725 -1.188
C -4.188 -0.465 -0.644
N -4.670 0.533 -1.315
N -5.439 1.312 -0.524
C -5.427 0.765 0.661
O -4.682 -0.348 0.614
C 2.509 1.439 0.868
P 2.948 0.714 2.557
P 4.536 -0.719 2.450
O 5.712 -0.303 1.665
O 4.991 -0.897 3.993
O 4.031 -2.201 1.997
P 0.859 0.590 0.406
O 0.969 -1.027 0.651
O -0.363 1.124 1.380
C 2.521 3.039 0.951
N 2.252 3.200 2.418
C 1.127 3.563 2.748
S -0.241 4.141 3.203
B 1.424 3.821 0.022
O 0.809 3.247 -1.089
O 1.145 5.137 0.246
N 3.969 3.473 0.690
C 4.173 4.771 0.008
C 4.861 3.561 1.909
C 4.862 4.856 2.753
O 3.651 5.544 2.970
H 4.602 4.711 -3.934
H 5.342 5.158 -2.407
H 6.267 4.264 -3.707
H 3.679 3.099 -2.598
H 5.733 1.439 -1.611
H 5.148 1.705 0.583
H 2.882 1.657 -1.258
H 3.453 -0.958 0.015
H 4.931 -0.277 -0.570
H 4.448 -0.675 -2.728
H 3.464 -1.897 -1.994
H 1.635 0.359 -2.294
H 2.547 0.135 -3.774
H 1.813 -2.497 -3.297
H 0.986 -1.314 -4.304
H -0.227 -0.561 -1.999
H 0.130 -2.233 -1.583
H -1.141 -1.904 -4.309
H -1.494 -3.000 -2.889
H -3.289 -1.158 -3.508
H -2.205 -0.063 -2.660
H -5.937 1.140 1.539
H 1.817 -0.070 2.915
H 5.571 -1.669 4.079
H 4.833 -2.751 1.981
H 1.711 -1.316 1.213
H -0.490 0.509 2.124
H 1.428 3.318 -1.831
H 1.007 5.545 -0.620
H 3.608 5.588 0.471
H 5.220 5.080 0.048
H 3.894 4.779 -1.049
H 5.892 3.466 1.542
H 4.760 2.698 2.578
H 5.568 5.567 2.302
H 5.312 4.607 3.726
H 3.253 5.189 3.774
C 3.690 -0.028 -8.270
Br 5.370 -0.216 -7.335
Br 3.244 -1.620 -9.251
Br 2.270 0.505 -7.080
H 3.815 0.767 -8.992
C -0.712 -6.794 -2.715
Br -1.357 -7.834 -4.200
Br 1.188 -6.483 -2.828
Br -1.688 -5.137 -2.527
H -0.887 -7.373 -1.819
C -8.752 2.357 2.408
Br -7.185 2.140 3.521
Br -9.138 0.738 1.445
Br -10.261 2.999 3.414
H -8.516 3.112 1.670
C -9.333 -3.112 -0.822
Br -10.989 -2.169 -0.534
Br -8.937 -3.320 -2.694
Br -7.877 -2.280 0.129
H -9.455 -4.105 -0.407
C -10.253 -3.597 3.113
Br -8.960 -3.000 4.412
Br -9.766 -5.298 2.340
Br -12.037 -3.629 3.838
H -10.251 -2.872 2.309
C 11.666 4.435 -1.826
Br 11.193 5.338 -0.189
Br 11.291 2.549 -1.725
Br 10.822 5.246 -3.356
H 12.735 4.543 -1.954
C -0.010 1.665 -10.323
Br -0.553 2.490 -8.669
Br 1.849 2.001 -10.721
Br -0.422 -0.216 -10.349
H -0.587 2.128 -11.112
C -6.439 -2.558 8.127
Br -5.720 -4.086 7.197
Br -7.329 -1.348 6.918
Br -7.586 -3.080 9.583
H -5.604 -2.023 8.556
C -9.572 -9.687 3.348
Br -11.237 -8.758 3.611
Br -9.170 -9.910 1.476
Br -8.124 -8.831 4.291
H -9.687 -10.676 3.769
C -7.307 2.645 -3.937
Br -6.460 2.170 -5.616
Br -9.241 2.540 -4.071
Br -6.604 1.618 -2.442
H -7.064 3.682 -3.748
C 5.707 -5.815 3.623
Br 5.299 -5.296 5.432
Br 4.115 -6.000 2.556
Br 6.976 -4.610 2.807
H 6.176 -6.790 3.669
C 6.072 -8.886 6.722
Br 6.786 -9.208 4.958
Br 4.147 -8.879 6.724
Br 6.783 -10.127 8.012
H 6.394 -7.897 7.019
C -8.612 5.512 -6.357
Br -10.315 6.401 -6.224
Br -7.896 5.603 -8.142
Br -7.361 6.187 -5.052
H -8.778 4.466 -6.130
C -8.901 9.878 -6.922
Br -10.591 10.792 -6.795
Br -8.182 9.952 -8.708
Br -7.638 10.527 -5.617
H -9.086 8.837 -6.696
C 7.867 -10.674 11.751
Br 6.273 -10.324 12.775
Br 9.339 -9.567 12.320
Br 8.331 -12.544 11.768
H 7.649 -10.410 10.726
C 1.360 3.403 7.195
Br -0.291 4.335 7.527
Br 1.910 3.586 5.349
Br 2.749 3.940 8.414
H 1.175 2.351 7.364
```

HOMO-LUMO gap = 7.280 eV
Charge = +1
E_HOMO = -10.19 eV
DFT total energy = -3491021.6439 eV

# C7H15N3

An isolated ion of composition C7H15N3 and charge +2 (wB97M-V/def2-TZVPD, the Open Molecules 2025 dataset).

The geometry in XYZ format:
```
25
Properties=species:S:1:pos:R:3
C -3.429 0.731 -0.247
C -3.452 -0.115 0.782
C -1.539 -0.227 -0.293
C 0.527 -2.010 -0.025
C 0.644 1.791 -0.237
C 0.141 -0.647 -0.525
C 0.941 0.447 0.328
N -2.275 0.692 -0.912
N -2.245 -0.749 0.744
N 2.410 0.110 0.288
H -4.266 1.476 -0.579
H -4.302 -0.364 1.545
H 0.505 -2.090 1.021
H 1.515 -2.381 -0.451
H -0.080 -2.911 -0.278
H 0.559 1.939 -1.257
H -0.176 2.320 0.140
H 1.433 2.517 -0.130
H 0.373 -0.476 -1.628
H 0.684 0.259 1.309
H -1.842 1.312 -1.566
H -1.712 -1.304 1.424
H 2.949 0.761 0.806
H 2.843 0.097 -0.579
H 2.493 -0.854 0.679
```

HOMO-LUMO gap = 10.887 eV
Charge = +2
E_HOMO = -17.42 eV
Structure (SMILES) = C[C@H]([NH3+])[C@@H](C)c1[nH]cc[nH+]1
DFT total energy = -11955.0952 eV

# C2HF3S2

A 2-piece molecular cluster, C2HF3S2 overall (wB97M-V/def2-TZVPD, the Open Molecules 2025 dataset).

The geometry in XYZ format:
```
8
Properties=species:S:1:pos:R:3
C -1.105 -1.244 0.166
C 0.024 -0.686 -0.190
F -2.293 -0.633 0.121
F -1.210 -2.349 0.956
F 1.187 -1.154 -0.641
S 1.726 2.257 -0.560
S -0.285 2.205 -0.552
H 1.957 1.603 0.701
```

HOMO-LUMO gap (spin up / spin down) = 7.345 / 7.978 eV
Charge = 0
E_HOMO (spin up / spin down) = -9.33 / -9.24 eV
DFT total energy = -31908.2295 eV